DFT (ωB97M-V/def2-TZVPD) results for a cluster of 2 separate species, C3H5O2 in total at a distorted geometry.

The value obtained for the energy above the lowest of the compared OMol25 structures with the same formula, charge and spin is 103.6 kJ/mol. The calculation puts the HOMO-LUMO gap at 8.180 eV. The HOMO energy is -0.145 Ha. The largest force on an atom comes out at 1.2 eV/A. The LUMO energy is 4.238 eV. As for the charge: -1.

```
10
C3H5O2 (ωB97M-V/def2-TZVPD)
C 1.6730 -1.2939 -1.7012
C 0.3908 -1.1108 -1.4895
H 2.1263 -2.0122 -2.3795
H 2.4168 -0.7035 -1.1734
H -0.3532 -1.6993 -2.0116
H 0.0216 -0.3875 -0.7707
O -1.0262 1.6432 0.3379
C -0.8877 1.0311 1.4190
O -0.2930 -0.0452 1.6485
H -1.4409 1.4697 2.2973
```